C37H97F6N7O11P | ωB97M-V with the def2-TZVPD basis set

Last column: Mulliken charge in e.
Positions of all 159 atoms, in Å:
P (0.186584, 0.369608, -0.186075)  1.766
F (0.914862, -1.105246, -0.050905)  -0.544
F (0.714817, 0.731407, 1.349142)  -0.268
F (1.649893, 0.888466, -0.723258)  -0.463
F (-0.503583, 1.850965, -0.268447)  -0.245
F (-0.249593, -0.095889, -1.650034)  -0.447
F (-1.190975, -0.212031, 0.398369)  -0.470
C (2.496785, 0.915814, -4.602601)  -1.259
C (3.611490, -0.096605, -4.702511)  2.062
C (4.926649, 0.616515, -4.585640)  -1.068
C (6.052886, -0.292694, -4.242734)  -0.955
C (5.793177, -1.028322, -2.926415)  -0.713
C (4.593878, -1.933994, -3.063637)  1.405
N (3.530796, -1.020727, -3.559987)  -0.140
O (2.397377, -1.829530, -3.765384)  1.640
C (4.833477, -3.206510, -3.942065)  -1.726
C (4.083379, -2.390153, -1.704539)  -1.955
C (3.443808, -0.856135, -6.019883)  -1.838
H (2.811063, 1.747406, -5.259588)  0.474
H (2.451523, 1.354425, -3.592173)  0.291
H (1.479414, 0.608132, -4.823410)  -0.766
H (5.116254, 1.223077, -5.472488)  0.489
H (4.740664, 1.260736, -3.721270)  0.381
H (6.983672, 0.264833, -4.133565)  0.470
H (6.209082, -1.016568, -5.030468)  0.380
H (5.538138, -0.301775, -2.120990)  -0.039
H (6.673248, -1.544043, -2.572474)  0.529
H (3.917765, -3.847825, -4.029544)  0.149
H (5.264021, -3.046269, -4.933182)  0.354
H (5.597781, -3.781440, -3.364650)  0.484
H (3.720047, -1.516738, -1.118794)  0.126
H (3.228087, -3.069936, -1.810649)  0.212
H (4.828297, -2.824097, -1.105515)  0.626
H (4.110841, -1.696734, -6.106460)  0.411
H (3.759414, -0.288951, -6.936163)  0.384
H (2.396916, -1.132926, -6.162796)  0.090
H (1.791936, -1.435664, -3.119819)  -0.461
C (5.460732, 2.539941, -0.120652)  -1.147
C (4.769202, 3.149882, 1.100012)  0.681
C (5.502650, 4.598855, 1.354641)  -0.883
O (4.917214, 5.342118, 2.363113)  -0.415
C (4.990039, 4.660710, 3.597731)  -0.393
N (3.341325, 3.327810, 1.000284)  -0.346
H (5.453958, 3.276025, -0.964708)  0.241
H (4.996255, 1.686769, -0.627229)  -0.075
H (6.527271, 2.277630, 0.065109)  0.459
H (5.005407, 2.507264, 1.923901)  0.139
H (5.444920, 5.164096, 0.411037)  0.470
H (6.581788, 4.346790, 1.495337)  0.407
H (5.880344, 4.031497, 3.617352)  0.348
H (4.135458, 4.078385, 3.791815)  -0.060
H (5.048778, 5.396927, 4.428046)  0.295
H (3.005274, 4.226109, 0.804673)  0.196
H (2.821269, 2.541768, 0.565455)  0.037
C (-3.527110, -0.850746, -1.363128)  -1.201
C (-4.363954, 0.071850, -0.523769)  0.867
C (-5.499591, 0.498473, -1.476845)  -0.927
O (-6.422429, 1.404910, -0.889219)  -0.345
C (-7.474973, 1.520234, -1.884492)  -0.715
N (-4.921143, -0.687381, 0.621198)  -0.622
H (-2.776729, -1.382380, -0.776011)  0.164
H (-2.956579, -0.323340, -2.132305)  -0.069
H (-4.125948, -1.621177, -1.858183)  0.646
H (-3.834396, 1.019976, -0.307164)  0.148
H (-6.090465, -0.331223, -1.789684)  0.610
H (-4.966746, 0.982078, -2.327935)  0.033
H (-8.324242, 2.040769, -1.446985)  0.267
H (-7.717212, 0.536255, -2.284388)  0.313
H (-7.066772, 2.080943, -2.711241)  0.272
H (-4.271839, -0.893154, 1.416876)  0.015
H (-5.720455, -0.167779, 0.932819)  0.332
C (-2.661366, -3.152932, 2.742268)  -1.586
C (-3.805171, -2.941359, 3.793413)  1.428
C (-4.757392, -4.165431, 3.730338)  -1.426
O (-5.892472, -3.949204, 4.544843)  -0.261
C (-6.655718, -5.077615, 4.837843)  -0.826
N (-3.441707, -2.907400, 5.226068)  -0.565
H (-1.843255, -2.401011, 2.642795)  0.204
H (-3.150803, -3.102986, 1.750364)  0.373
H (-2.162895, -4.131616, 2.773036)  0.470
H (-4.266329, -1.961052, 3.520178)  -0.048
H (-4.222512, -5.034651, 4.076890)  0.443
H (-5.048881, -4.464793, 2.739534)  0.601
H (-7.533929, -4.705256, 5.380648)  0.233
H (-6.263933, -5.893080, 5.500787)  0.285
H (-6.927374, -5.512431, 3.883168)  0.342
H (-3.660883, -3.810867, 5.655292)  0.259
H (-2.491977, -2.801710, 5.413159)  0.180
C (0.123354, -4.143171, -2.512889)  -1.061
C (-0.391789, -3.819006, -3.881817)  0.331
C (-0.911800, -2.448512, -3.958547)  1.442
O (-1.379836, -2.134975, -5.221245)  -0.517
C (-1.494816, -0.758752, -5.528341)  0.225
N (0.642742, -4.032288, -4.913021)  -0.852
H (1.044679, -3.659956, -2.265357)  -0.100
H (0.291144, -5.154586, -2.328259)  0.483
H (-0.598255, -3.787782, -1.740650)  0.295
H (-1.262307, -4.505291, -4.146469)  0.311
H (-0.151177, -1.707555, -3.612742)  -0.879
H (-1.710064, -2.308761, -3.179476)  -0.263
H (-0.601490, -0.194149, -5.306191)  -0.608
H (-2.297093, -0.237536, -4.964495)  0.198
H (-1.772679, -0.755010, -6.577446)  0.382
H (0.265268, -3.680324, -5.807502)  0.384
H (1.415436, -3.388401, -4.706035)  0.122
C (-3.710607, 2.923338, -3.411950)  -1.702
C (-2.280512, 2.911322, -2.749353)  2.536
C (-1.277789, 3.316801, -3.739353)  -1.075
O (-1.321660, 2.363605, -4.833068)  -0.067
C (-0.386459, 2.710183, -5.780579)  -0.964
N (-2.184561, 3.835315, -1.671899)  -0.734
H (-3.970901, 2.087397, -4.060666)  0.240
H (-3.777342, 3.859897, -3.983126)  0.359
H (-4.477601, 2.985722, -2.624884)  0.550
H (-2.076649, 1.901339, -2.384274)  -1.187
H (-0.274819, 3.426535, -3.253444)  0.272
H (-1.605889, 4.284263, -4.162273)  0.369
H (0.631619, 2.644726, -5.364001)  0.368
H (-0.592199, 3.683775, -6.218831)  0.380
H (-0.496084, 1.966638, -6.590618)  0.247
H (-1.486942, 3.594062, -0.996315)  0.322
H (-3.075135, 3.941019, -1.221227)  0.259
C (2.396016, 1.885884, 4.468973)  -1.299
C (1.307533, 1.350755, 5.421972)  0.203
C (0.815758, 2.543399, 6.289842)  -1.063
O (0.049413, 2.097223, 7.411787)  -0.345
C (-0.649835, 3.166378, 8.071198)  -0.772
N (0.119551, 0.798112, 4.814180)  -0.318
H (2.496876, 1.254604, 3.564100)  0.056
H (3.293891, 2.037102, 5.038758)  0.590
H (1.962925, 2.840713, 4.172087)  0.397
H (1.832124, 0.636389, 6.024821)  0.518
H (0.182484, 3.059296, 5.585321)  0.394
H (1.618507, 3.171123, 6.614807)  0.477
H (-1.459619, 3.469285, 7.404813)  0.279
H (-0.015644, 3.983035, 8.327453)  0.321
H (-1.146328, 2.770982, 8.951980)  0.255
H (0.192532, -0.198971, 4.671995)  0.147
H (0.001718, 1.318304, 3.963523)  0.104
C (-4.010890, 1.680488, 4.481422)  -0.012
C (-4.067450, 0.570291, 5.557536)  -0.336
O (-5.275829, -0.138513, 5.511882)  -0.608
O (-4.744177, 2.827664, 4.755762)  -0.566
H (-4.341108, 1.258642, 3.488899)  -0.059
H (-2.948772, 1.876024, 4.347704)  0.217
H (-3.929073, 1.107639, 6.506216)  0.347
H (-3.229113, -0.079388, 5.472418)  0.273
H (-5.024583, -1.012110, 5.847632)  0.337
H (-4.956378, 3.223979, 3.900437)  0.351
C (1.995583, -2.562042, 2.282318)  0.149
C (3.036049, -3.308880, 3.030735)  -0.545
O (2.853471, -3.329075, 4.417093)  -0.561
O (2.042165, -1.193684, 2.764516)  -0.337
H (1.034065, -3.020963, 2.499660)  0.208
H (2.234306, -2.604484, 1.213458)  -0.071
H (3.956745, -2.760008, 2.799539)  0.290
H (3.132988, -4.338653, 2.615755)  0.341
H (2.119373, -2.725785, 4.539283)  0.321
H (1.338367, -0.672717, 2.310990)  0.030

Forces on atoms 1 to 6 (eV/Å):
P 1.489 -0.702 0.827
F -0.507 0.071 0.553
F -0.601 -0.026 -0.449
F -0.983 0.685 -0.233
F 0.771 -0.797 -0.513
F -0.232 0.945 -0.652

Summary:
**Gap between HOMO and LUMO**: 0.326 hartree
**Largest force on an atom**: 0.0652 Eh/bohr
**Charge**: -1
**E_tot**: -3619.4995 Eh

C25H29ClN6O3 | ωB97M-V with the def2-TZVPD basis set

Last column: natural (NBO) charge in e.
Positions of all 64 atoms, in Å:
C (0.141100, 3.078056, 0.762662)  -0.613
H (0.584204, 2.353507, 0.083958)  0.237
H (-0.883871, 3.263757, 0.445329)  0.189
C (0.204205, 2.567860, 2.200983)  -0.494
C (-0.465214, 1.211847, 2.374141)  0.696
O (0.137283, 0.224361, 2.722486)  -0.594
N (-1.806363, 1.258979, 2.116928)  -0.610
C (-2.754314, 0.235610, 2.150146)  0.168
C (-4.055736, 0.537228, 1.750619)  -0.257
C (-5.033691, -0.438205, 1.777962)  -0.188
C (-4.729867, -1.724632, 2.183511)  -0.284
C (-3.429447, -2.025036, 2.571038)  0.384
C (-2.442680, -1.050912, 2.575285)  -0.325
H (-1.439666, -1.279187, 2.890210)  0.280
O (-3.203737, -3.312746, 3.015297)  -0.475
C (-2.060128, -3.944536, 2.727354)  0.542
N (-1.218599, -3.435448, 1.852904)  -0.557
C (-0.088826, -4.101918, 1.599384)  0.581
N (0.238847, -5.281216, 2.147648)  -0.501
C (-0.617289, -5.807457, 2.999917)  0.088
C (-1.802930, -5.180620, 3.344328)  -0.217
Cl (-2.914594, -5.860689, 4.471680)  0.021
H (-0.343699, -6.760445, 3.431141)  0.208
N (0.818102, -3.599461, 0.742706)  -0.559
C (0.844459, -2.388376, 0.056648)  0.068
C (-0.248288, -1.549422, -0.097694)  -0.216
C (-0.136590, -0.361479, -0.791513)  -0.224
C (1.069748, 0.021279, -1.375580)  0.161
C (2.167719, -0.833296, -1.241042)  -0.366
C (2.066592, -2.017742, -0.534524)  0.366
O (3.097845, -2.908774, -0.366324)  -0.524
C (4.354871, -2.597873, -0.911276)  -0.248
H (4.757325, -1.670124, -0.492181)  0.178
H (4.313210, -2.517544, -2.002596)  0.177
H (5.006119, -3.426928, -0.637900)  0.202
H (3.103600, -0.572069, -1.704682)  0.219
N (1.164084, 1.261428, -2.017815)  -0.449
C (2.469213, 1.774471, -2.373339)  -0.223
H (3.160442, 1.598149, -1.547379)  0.211
C (2.372083, 3.280729, -2.612348)  -0.223
N (1.420228, 3.563310, -3.668503)  -0.436
C (1.379581, 4.970413, -3.996066)  -0.404
H (0.682013, 5.123754, -4.818105)  0.201
H (1.065014, 5.597619, -3.146319)  0.162
H (2.370139, 5.290466, -4.315789)  0.201
C (0.116721, 3.054859, -3.287850)  -0.227
C (0.206970, 1.548428, -3.069711)  -0.215
H (-0.770582, 1.151820, -2.800185)  0.213
H (0.526131, 1.079535, -4.014795)  0.179
H (-0.589086, 3.263703, -4.095218)  0.203
H (-0.251222, 3.537873, -2.364129)  0.163
H (3.351217, 3.659182, -2.915620)  0.203
H (2.083039, 3.777043, -1.668067)  0.165
H (2.860419, 1.297928, -3.286760)  0.177
H (-1.001384, 0.279466, -0.866488)  0.204
H (-1.185175, -1.828892, 0.349732)  0.253
H (1.672513, -4.138231, 0.678409)  0.430
H (-5.480225, -2.498214, 2.206507)  0.225
H (-6.040845, -0.196040, 1.474416)  0.218
H (-4.299856, 1.538326, 1.423388)  0.204
H (-2.176781, 2.154969, 1.832085)  0.396
H (1.245809, 2.452558, 2.501577)  0.233
H (-0.270633, 3.284735, 2.876542)  0.212
H (0.690470, 4.014256, 0.682879)  0.213

Forces on atoms 1 to 6 (eV/Å):
C 0.062 -0.044 0.215
H -0.004 0.010 -0.129
H -0.082 0.050 -0.115
C 0.093 -0.052 -0.048
C 0.291 0.598 0.097
O 0.088 -0.331 0.079

Summary:
**Structure (SMILES)**: CCC(=O)Nc1cccc(Oc2nc(Nc3ccc(N4CCN(C)CC4)cc3OC)ncc2Cl)c1
**Gap between HOMO and LUMO**: 0.284 hartree
**Largest force on an atom**: 0.0194 Eh/bohr
**E_tot**: -1984.5407 Eh

C23H24BN5O4STa | ωB97M-V with the def2-TZVPD basis set

Last column: natural (NBO) charge in e.
Positions of all 59 atoms, in Å:
Ta (1.007079, -0.761253, -0.242527)  1.543
O (3.185466, -1.173012, -0.936435)  -0.631
N (3.666997, -2.383303, -1.185177)  0.018
C (4.991430, -2.478454, -1.446323)  0.032
C (5.572852, -3.678757, -1.736356)  -0.265
C (4.774602, -4.827794, -1.756711)  -0.165
C (3.438756, -4.715465, -1.471967)  -0.226
C (2.863393, -3.471047, -1.172345)  0.043
S (1.204881, -3.264933, -0.798475)  -0.221
H (5.515812, -1.536677, -1.404078)  0.236
H (6.631945, -3.713409, -1.943251)  0.232
H (5.202529, -5.792044, -1.994200)  0.226
H (2.784280, -5.574645, -1.467095)  0.241
C (2.320767, 2.699821, -1.580400)  -0.637
C (1.616134, 3.226172, -0.362117)  -0.059
C (1.522317, 4.589779, -0.111478)  -0.217
C (0.879423, 5.072661, 1.021042)  -0.246
C (0.347380, 4.173103, 1.935057)  -0.226
C (0.424554, 2.801687, 1.719393)  -0.056
C (-0.113393, 1.821452, 2.724088)  -0.633
C (1.031677, 2.324312, 0.544955)  0.200
N (0.997390, 0.976373, 0.246726)  -0.979
H (2.779881, 3.512594, -2.143238)  0.208
H (1.630338, 2.162355, -2.235466)  0.233
H (3.094800, 1.983390, -1.298629)  0.231
H (1.966432, 5.285368, -0.815069)  0.206
H (0.816410, 6.138293, 1.201394)  0.209
H (-0.116048, 4.538480, 2.845739)  0.202
H (-0.344597, 2.317637, 3.667390)  0.207
H (0.610656, 1.026766, 2.907266)  0.237
H (-1.009832, 1.312093, 2.363545)  0.207
O (-1.984565, -1.260365, 1.185549)  -0.746
B (-1.487783, -0.937219, -0.187148)  0.505
O (-1.920069, -2.056630, -1.050728)  -0.678
C (-2.289125, -3.039805, -0.197272)  0.237
C (-2.618980, -4.339899, -0.506018)  -0.254
C (-2.960499, -5.192081, 0.550866)  -0.225
C (-2.979019, -4.742237, 1.859932)  -0.242
C (-2.660546, -3.412255, 2.166377)  -0.277
C (-2.319791, -2.588356, 1.123030)  0.293
H (-2.599558, -4.684309, -1.531274)  0.220
H (-3.212939, -6.222762, 0.337204)  0.208
H (-3.236209, -5.423648, 2.660305)  0.208
H (-2.671692, -3.046439, 3.185039)  0.212
C (-3.021225, 3.822965, 0.264567)  -0.418
N (-2.573917, 2.629281, -0.424087)  -0.377
C (-1.707115, 2.626272, -1.590000)  -0.321
C (-1.332531, 1.158428, -1.697364)  0.727
O (-0.559797, 0.642092, -2.456339)  -0.544
N (-1.974287, 0.489181, -0.656592)  -0.617
C (-2.664017, 1.390471, 0.060210)  0.704
N (-3.394914, 1.058668, 1.126576)  -0.778
H (-2.605986, 4.687129, -0.246279)  0.235
H (-2.649845, 3.840668, 1.291680)  0.214
H (-4.109579, 3.900397, 0.261936)  0.210
H (-0.801254, 3.216010, -1.429222)  0.261
H (-2.222938, 2.982570, -2.482397)  0.234
H (-3.160624, 0.132273, 1.497640)  0.457
H (-3.575521, 1.778076, 1.808570)  0.401

Forces on atoms 1 to 6 (eV/Å):
Ta 0.719 0.216 -0.197
O -1.096 0.137 0.484
N 0.310 -0.145 -0.167
C 0.009 0.124 -0.026
C 0.020 -0.007 0.000
C -0.055 0.057 0.004

Summary:
**Gap between HOMO and LUMO (alpha / beta)**: 0.243 / 0.238 hartree
**Largest force on an atom**: 0.0366 Eh/bohr
**E_tot**: -1945.7185 Eh
**2S+1**: 2

C4H17N2O2 | ωB97M-V with the def2-TZVPD basis set

Last column: natural (NBO) charge in e.
Positions of all 25 atoms, in Å:
N (-0.183191, 1.742850, -1.140564)  -0.877
C (-0.550974, 0.582026, -1.937268)  -0.240
C (-0.337515, -0.650327, -0.976537)  -0.242
N (0.597067, -0.404506, 0.135152)  -0.544
C (0.159354, -0.805162, 1.529407)  -0.220
C (1.147673, -0.283705, 2.525004)  -0.663
H (-0.951544, 2.314856, -0.830352)  0.398
H (0.418009, 2.346620, -1.689049)  0.387
H (0.723979, 0.625526, 0.286754)  0.464
H (-1.596258, 0.732579, -2.231325)  0.232
H (0.126595, 0.288195, -2.723983)  0.212
H (0.027650, -1.580028, -1.538084)  0.228
H (-1.287521, -0.976498, -0.497716)  0.226
H (1.534397, -0.770799, -0.008853)  0.454
H (0.078941, -1.896403, 1.657651)  0.241
H (-0.784882, -0.276828, 1.613638)  0.221
H (0.815043, 0.221637, 3.421400)  0.258
H (1.922291, -0.930479, 2.912576)  0.243
H (1.818090, 0.499575, 2.047625)  0.210
H (-4.300404, 2.399910, 0.729105)  0.488
H (-4.033107, 2.943989, -0.739402)  0.484
O (-3.803261, 2.279984, -0.085618)  -0.970
H (3.293155, -3.167644, -0.298133)  0.499
H (2.607762, -2.617056, -1.564169)  0.485
O (2.558649, -2.618314, -0.597262)  -0.975

Forces on atoms 1 to 6 (eV/Å):
N 1.288 0.840 -0.694
C -0.101 -0.742 2.149
C -1.402 -2.311 -0.540
N 0.741 0.750 1.358
C -0.269 -0.470 0.112
C 2.541 1.973 -0.061

Summary:
**Gap between HOMO and LUMO**: 0.411 hartree
**Largest force on an atom**: 0.0626 Eh/bohr
**Charge**: +1
**E_tot**: -422.3421 Eh